Here is 4 unconnected molecules or ions with the total composition C24H51N2O7 from the Open Molecules 2025 dataset. Energies are from ωB97M-V with the def2-TZVPD basis set.

- ΔE to the lowest compared entry with this formula, charge and spin: 0.0 kcal/mol
- Kohn-Sham gap: 3.4 eV
- E_HOMO: -1.1 eV
- Total energy: -43025.049 eV

Geometry as ORCA input:
```
! RIJCOSX wB97M-V def2-TZVPD def2/J DEFGRID3
* xyz -1 1
C 2.16769 -4.52956 0.32802
C 2.86778 -3.30562 0.91328
C 2.10485 -2.56970 2.04013
C 0.59038 -2.74811 2.07638
N -0.02016 -1.85379 3.06156
N -1.23935 -1.25696 2.53913
C -1.28161 0.11852 2.91758
C -1.91014 1.00034 1.83554
C -1.11569 1.04639 0.52713
C -1.39714 -0.01791 -0.53404
C -2.87223 -0.39988 -0.70553
C -3.26902 -1.64045 0.09010
C -4.66360 -2.11499 -0.30412
O -5.18296 -3.11066 0.55696
C -5.56984 -2.61716 1.81416
H 1.86318 -5.21246 1.12064
H 2.83794 -5.07760 -0.33617
H 1.28433 -4.25193 -0.24574
H 3.11134 -2.60810 0.10879
H 3.82348 -3.65251 1.31574
H 2.28565 -1.49902 1.93995
H 2.51082 -2.87118 3.00968
H 0.15525 -2.45896 1.11699
H 0.32462 -3.79988 2.24150
H -0.27289 -2.44074 3.85745
H -0.27151 0.51539 3.13028
H -1.87354 0.33291 3.85002
H -1.95930 2.01947 2.23152
H -2.94958 0.70045 1.68144
H -0.05977 0.96200 0.80439
H -1.23440 2.03778 0.07839
H -1.04676 0.38923 -1.49246
H -0.80848 -0.91642 -0.35696
H -3.49491 0.44378 -0.39434
H -3.08368 -0.58968 -1.76542
H -2.55081 -2.44228 -0.07532
H -3.26830 -1.41423 1.15618
H -5.33214 -1.24217 -0.31704
H -4.65322 -2.55462 -1.30295
H -6.00587 -1.61570 1.73726
H -6.31752 -3.29371 2.22648
H -4.72701 -2.56382 2.50798
O 6.02015 -4.66173 -0.66157
C 6.78007 -3.82819 -0.26152
O 6.91344 -3.66935 1.07210
C 7.84374 -2.76248 1.66224
C 7.27735 -1.36198 1.76985
C 7.51800 -2.89930 -1.20002
H 8.79618 -2.78312 1.12916
H 8.02684 -3.16880 2.65583
H 7.07184 -0.93316 0.78892
H 7.97888 -0.70834 2.28987
H 6.34063 -1.37974 2.32593
H 6.86090 -2.06248 -1.43475
H 7.72282 -3.44435 -2.11745
H 8.45569 -2.51193 -0.80960
O 0.98930 2.55836 -3.23213
C 0.63187 2.02719 -4.24235
O -0.52996 2.42629 -4.80895
C -0.97256 1.95373 -6.07981
C -1.72438 0.64335 -5.96798
C 1.40180 0.87752 -4.85321
H -0.13843 1.89103 -6.78117
H -1.63680 2.73580 -6.44557
H -1.08719 -0.15667 -5.59190
H -2.11223 0.34400 -6.94276
H -2.56104 0.75033 -5.27829
H 1.07994 -0.04292 -4.36665
H 2.45542 1.03021 -4.63665
H 1.28244 0.77125 -5.92883
O -4.37126 3.52616 2.03823
C -4.09398 4.64904 1.74093
O -2.79246 4.96287 1.54960
C -2.35916 6.21636 1.03226
C -2.21967 7.26484 2.11748
C -5.14304 5.73653 1.62970
H -3.01176 6.54852 0.22239
H -1.38728 6.00581 0.58877
H -3.17747 7.48858 2.58851
H -1.81704 8.19006 1.70242
H -1.54225 6.90856 2.89314
H -5.31564 6.14863 2.62358
H -6.06404 5.27559 1.28333
H -4.88552 6.54739 0.95238
*
```